{
  "formula": "C5H7NO",
  "method": "the ωB97M-V functional and the def2-TZVPD basis",
  "de_lowest_ev": 5.0204,
  "homo_energy_ha": -0.33605,
  "orbital_gap_ev": 8.176,
  "total_energy_ev": -8831.18245,
  "spin_multiplicity": 1,
  "species": ["C", "C", "C", "C", "O", "C", "N", "H", "H", "H", "H", "H", "H", "H"],
  "positions_angstrom": [[2.15272, 0.25030, -0.29439], [1.00618, -0.30551, 0.54908], [-0.27946, -0.16145, -0.15973], [-1.51273, -0.50655, 0.50572], [-2.69751, 0.00040, -0.20612], [-2.47032, 0.83549, -1.17440], [-2.34670, 1.60088, -2.03934], [2.24988, -0.32111, -1.22206], [3.10655, 0.23493, 0.24125], [1.91478, 1.28128, -0.57345], [1.18399, -1.35515, 0.84587], [0.93595, 0.23400, 1.51178], [-1.60332, -1.60602, 0.46592], [-1.64000, -0.18151, 1.54986]],
  "forces_ev_per_angstrom": [[0.118, 0.011, -0.017], [-0.141, 0.052, -0.160], [-0.056, -0.086, 0.356], [0.351, 0.033, -0.040], [-0.103, 0.130, -0.211], [0.079, 0.544, -0.602], [-0.209, -0.726, 0.847], [0.024, 0.066, 0.159], [-0.103, -0.016, -0.065], [0.123, -0.154, 0.047], [-0.145, 0.100, -0.077], [-0.103, -0.074, -0.093], [0.130, 0.134, 0.055], [0.036, -0.014, -0.200]]
}